This record from the Open Molecules 2025 dataset describes a cluster of 2 separate species, C4H9NOS in total. The level of theory is ωB97M-V/def2-TZVPD.

Geometry as XYZ:
```
16
C4H9NOS | the Open Molecules 2025 dataset | ωB97M-V/def2-TZVPD
C -0.052 1.106 -0.214
C -0.639 -0.817 -1.767
C 1.717 -0.948 0.956
C -0.821 -0.091 -0.484
N -0.240 1.715 1.022
O 0.636 1.631 -1.078
S -2.044 -0.700 0.581
H -1.594 -0.909 -2.288
H 0.061 -0.259 -2.382
H -0.258 -1.827 -1.608
H 1.976 -0.119 1.579
H 2.229 -1.061 0.025
H 1.155 -1.764 1.354
H -0.295 1.121 1.836
H 0.354 2.523 1.145
H -2.183 0.399 1.325
```

As for the lowest unoccupied orbital energy (spin up / spin down): -0.622 / 0.081 eV. As for the spin multiplicity: 1. As for the energy above the lowest of the compared OMol25 structures with the same formula, charge and spin: 330.2 kJ/mol. For the HOMO energy (spin up / spin down), the calculation gives -8.9 / -7.8 eV. The calculation puts the frontier orbital gap (spin up / spin down) at 0.3038 / 0.2892 Eh. The value obtained for the electronic energy is -685.8932 hartree.



This record from the Open Molecules 2025 dataset describes a structure of composition H13N7Si2 in a non-equilibrium geometry. The level of theory is ωB97M-V/def2-TZVPD.

Geometry as XYZ:
```
22
H13N7Si2 | the Open Molecules 2025 dataset | ωB97M-V/def2-TZVPD
N 0.183 -1.918 -1.350
N -2.473 -1.091 -1.536
N -0.602 1.082 -1.712
N 0.520 0.220 3.079
N 1.918 -0.804 0.832
N 0.897 2.626 0.215
N -0.963 -0.409 0.628
Si -0.960 -0.496 -1.134
Si 0.531 0.045 1.332
H -0.029 -2.705 -0.655
H 0.042 -2.469 -2.211
H -2.990 -0.205 -1.599
H -2.481 -1.552 -2.436
H 0.142 1.695 -1.106
H -0.580 1.562 -2.662
H 1.376 -0.023 3.634
H 0.420 1.237 3.306
H 1.823 -1.240 -0.083
H 2.792 -0.186 0.855
H 1.904 2.881 0.531
H 0.259 2.745 1.012
H -1.730 -0.995 1.060
```

As for the lowest unoccupied orbital energy: 0.307 eV. As for the spin multiplicity: 1. As for the energy above the lowest of the compared OMol25 structures with the same formula, charge and spin: 244.2 kJ/mol. For the HOMO energy, the calculation gives -8.0 eV. The calculation puts the frontier orbital gap at 0.3056 Eh. The value obtained for the electronic energy is -970.2039 hartree.